Below is a structure of composition C4H12N2, with properties calculated with ωB97M-V with the def2-TZVPD basis set.

Values from the calculation:
Orbital gap: 5.74 eV

Each line ends with the Löwdin charge.
Element x y z (Å)
C1 -1.864239 0.689857 -1.007994  -0.084
C2 -0.525724 0.709308 -0.257225  -0.559
C3 0.566036 0.157629 -1.088369  0.027
C4 1.751610 -0.343982 -0.430900  -0.216
N1 2.082869 0.246236 0.799015  0.022
N2 -0.635203 0.010859 1.032664  -0.129
H1 -2.275974 -0.316724 -0.991266  0.072
H2 -2.577479 1.348798 -0.502768  0.079
H3 -1.796320 0.982366 -2.043578  0.056
H4 -0.285826 1.763294 -0.017528  0.152
H5 0.534645 0.136739 -2.178165  0.141
H6 0.800168 -1.056546 -0.549357  0.190
H7 2.568924 -0.577418 -1.092918  0.126
H8 -0.598550 -2.335546 2.932532  0.025
H9 -0.500997 -1.677674 2.569710  -0.014
H10 1.281791 -0.009294 1.418444  0.062
H11 2.386053 1.199321 0.696462  0.089
H12 -0.911784 -0.927221 0.711234  -0.042

Force components x, y, z for each atom (eV/Å):
C -0.198 0.175 0.276
C -1.118 0.028 0.851
C 1.149 1.436 0.502
C -0.079 3.688 -1.912
N 0.419 -2.740 0.667
N 0.300 -0.245 -0.954
H -0.019 -0.146 0.084
H 0.176 -0.188 -0.064
H 0.122 0.348 -0.566
H 0.299 -0.127 -0.314
H -0.346 -0.860 0.041
H 0.302 -1.792 0.773
H 0.002 -0.951 -0.180
H 0.067 0.303 -0.168
H -0.058 -0.376 0.303
H -0.192 1.239 0.128
H -0.585 0.209 0.158
H -0.240 -0.001 0.376

---

Below is a cluster of 9 separate species, H18O9 in total, with properties calculated with ωB97M-V with the def2-TZVPD basis set.

Values from the calculation:
SMILES string: O.O.O.O.O.O.O.O.O
Orbital gap: 10.22 eV

Each line ends with the Löwdin charge.
Element x y z (Å)
O1 -35.075000 9.185000 2.734000  0.010
H1 -35.025000 8.757000 1.923000  0.000
H2 -34.474000 9.895000 2.494000  0.072
O2 -31.302000 9.785000 3.375000  -0.059
H3 -31.481000 8.926000 2.992000  -0.054
H4 -30.923000 10.268000 2.627000  0.037
O3 -33.449000 5.161000 3.641000  -0.046
H5 -33.662000 6.012000 3.997000  -0.047
H6 -34.059000 5.073000 2.935000  0.011
O4 -33.778000 7.692000 4.371000  -0.069
H7 -34.145000 7.959000 5.200000  0.020
H8 -34.247000 8.273000 3.731000  0.009
O5 -33.690000 6.223000 7.604000  -0.037
H9 -33.773000 6.191000 8.552000  0.030
H10 -34.100000 7.071000 7.387000  0.004
O6 -33.570000 8.384000 0.479000  -0.035
H11 -32.891000 8.381000 1.137000  -0.024
H12 -33.090000 9.048000 -0.052000  0.070
O7 -31.648000 7.365000 2.249000  -0.049
H13 -31.177000 7.136000 3.037000  0.043
H14 -30.950000 7.588000 1.583000  0.102
O8 -31.383000 7.242000 5.631000  -0.046
H15 -32.244000 7.397000 5.245000  -0.037
H16 -31.334000 6.376000 6.008000  0.026
O9 -34.201000 9.352000 6.898000  -0.029
H17 -33.778000 10.001000 6.352000  0.047
H18 -33.717000 9.196000 7.711000  0.052

Force components x, y, z for each atom (eV/Å):
O -0.102 1.764 1.658
H -0.322 -2.018 -2.667
H 0.158 0.677 0.600
O 0.193 1.147 -0.255
H -0.368 -0.526 0.085
H 0.005 0.133 0.384
O 0.982 -1.244 0.410
H -0.135 1.108 0.537
H -0.781 -0.358 -1.103
O 0.218 -0.024 -0.317
H -0.476 0.282 1.144
H 0.104 -0.122 -0.107
O -0.131 0.366 -0.340
H 0.020 -0.258 0.586
H 0.056 -0.156 -0.238
O 0.471 1.298 -1.153
H 0.404 -1.141 1.757
H -1.064 -0.200 -0.703
O 0.534 0.674 -2.122
H 0.458 -0.679 1.200
H -0.654 -0.658 0.841
O 1.231 0.985 -0.230
H -0.454 -0.256 -0.189
H -0.436 -0.734 0.242
O -1.117 -0.997 0.202
H 0.744 0.485 -0.064
H 0.464 0.448 -0.155

---

Below is a structure of composition C27H42Cl3InN4O3Si, with properties calculated with ωB97M-V with the def2-TZVPD basis set.

Values from the calculation:
Orbital gap (spin up / spin down): 5.29 / 2.30 eV

Each line ends with the Löwdin charge.
Element x y z (Å)
C1 -1.616740 -2.129462 -3.819537  -0.005
C2 -1.004688 -2.886092 -2.655702  -0.446
H1 -1.733338 -2.729763 -4.716560  0.069
H2 -0.887250 -1.337743 -3.995279  0.074
H3 -2.565374 -1.655730 -3.563253  0.081
C3 -0.623297 -4.219691 -2.698427  -0.145
C4 -0.385260 -4.911972 -3.977967  -0.164
H4 -0.327334 -4.743884 -1.784178  0.081
H5 -0.101909 -4.209444 -4.770288  0.062
H6 -1.244208 -5.480418 -4.337848  0.059
H7 0.439406 -5.610273 -3.857543  0.057
In1 0.258397 1.519711 0.581817  0.120
Cl1 -2.252009 1.207412 0.451151  0.074
Cl2 1.875203 3.243674 -0.011441  0.105
H8 1.183367 5.108566 4.040350  0.105
H9 -1.175719 6.497799 2.929701  0.100
C5 1.277535 4.899496 2.956260  -0.041
C6 -0.744809 6.064712 2.013554  -0.025
N1 -0.049775 4.832503 2.335215  -0.172
H10 1.818712 3.944716 2.827355  0.073
C7 -0.641219 3.667502 2.209025  -0.331
O1 -0.014918 2.603073 2.545822  -0.164
H11 -1.556546 5.795293 1.325179  0.093
H12 -1.647367 3.625956 1.771722  0.122
H13 1.851671 5.704174 2.477215  0.093
H14 -0.043659 6.762611 1.539676  0.098
H15 1.889429 -0.956573 -3.193445  0.084
H16 2.548080 -3.597297 -2.174509  0.092
C8 2.834972 -0.731918 -2.663528  -0.049
C9 3.398820 -2.992080 -1.811779  -0.042
N2 2.996002 -1.622578 -1.530792  -0.169
H17 2.815295 0.302876 -2.302092  0.072
C10 2.686822 -1.220515 -0.286513  -0.299
O2 2.149436 -0.119534 -0.012768  -0.155
H18 3.800432 -3.458393 -0.902008  0.092
H19 2.983653 -1.948605 0.483423  0.131
H20 3.673603 -0.909542 -3.353325  0.093
H21 4.169051 -2.982328 -2.596454  0.090
O3 -0.078627 -1.918312 -2.081201  -0.167
C11 -1.190231 -2.193814 -1.231993  -0.201
C12 0.264212 -3.535552 0.342734  -0.067
C13 -0.944441 -2.908447 0.023041  -0.178
H22 1.138341 -3.338020 -0.293692  0.090
C14 0.336175 -4.408904 1.440980  -0.097
H23 -1.957046 -1.443868 -1.249236  0.106
C15 -2.039059 -3.008203 0.913354  -0.019
H24 1.272642 -4.942536 1.634500  0.099
C16 -0.800696 -4.599911 2.239385  -0.117
C17 -1.973883 -3.874307 2.002143  -0.087
H25 -2.918560 -2.414013 0.703393  0.112
H26 -0.758162 -5.325586 3.069455  0.098
H27 -2.842917 -3.998364 2.648456  0.101
Si1 -0.330280 2.898867 -2.920697  0.413
Cl3 0.042318 0.894915 -1.709846  0.412
C18 1.361389 3.526072 -3.353031  -0.231
C19 -1.282776 4.009194 -1.747332  -0.216
C20 -1.249001 2.784228 -4.540017  -0.200
H28 2.148957 2.776284 -3.273719  0.024
H29 1.614113 4.367527 -2.693729  0.012
H30 1.315396 3.886040 -4.392815  0.037
H31 -0.585284 2.427188 -5.335792  0.034
H32 -1.528628 3.830761 -4.751834  0.044
H33 -2.164001 2.167814 -4.503218  0.043
H34 -1.638856 3.514698 -0.836874  -0.041
H35 -2.170349 4.381167 -2.285391  0.041
H36 -0.648044 4.866740 -1.474524  0.034
N3 0.882439 -1.543181 3.791835  0.143
C21 0.962288 -1.158573 2.507130  -0.120
N4 0.107378 -0.176028 2.225399  0.061
C22 -0.719778 -0.069962 3.354753  -0.227
C23 -1.773335 0.789729 3.634346  -0.060
C24 -2.090594 1.047505 4.967834  -0.077
C25 -1.451378 0.347136 6.000340  -0.088
C26 -0.493740 -0.647474 5.717249  -0.019
C27 -0.172623 -0.851520 4.382440  -0.189
H37 1.480169 -2.233593 4.241891  0.171
H38 1.676137 -1.604909 1.841232  0.094
H39 -2.306517 1.221605 2.787792  0.014
H40 -2.843038 1.796604 5.213122  0.103
H41 -1.707195 0.568902 7.037189  0.099
H42 0.022599 -1.234098 6.482701  0.109

Force components x, y, z for each atom (eV/Å):
C -0.003 -0.105 0.030
C -0.700 1.068 1.350
H -0.148 -0.089 -0.016
H -0.237 0.145 -0.476
H -0.048 -0.123 -0.014
C 0.286 -1.206 0.255
C 0.123 -0.117 -0.384
H -0.196 0.342 -0.319
H 0.005 -0.137 -0.086
H -0.142 -0.230 -0.263
H 0.129 -0.266 -0.173
In -0.010 -1.245 1.653
Cl -0.119 0.481 -0.112
Cl -0.009 0.226 0.078
H -0.013 -0.043 -0.502
H 0.182 0.105 -0.345
C 0.323 -0.011 0.218
C -0.258 -0.191 0.093
N 0.208 0.212 0.323
H -0.487 0.608 -0.039
C 1.550 -1.365 0.831
O -1.293 1.536 -0.806
H 0.185 0.379 0.118
H 0.117 0.073 0.031
H -0.219 -0.237 0.134
H -0.308 -0.151 0.096
H 0.371 0.149 0.296
H 0.134 0.290 0.104
C -0.409 -0.082 -0.396
C -0.048 -0.139 -0.051
N 0.160 0.080 0.701
H 0.045 -0.311 -0.163
C -0.630 1.289 -0.824
O 1.083 -1.532 0.043
H -0.072 0.111 -0.260
H -0.086 0.020 -0.035
H -0.187 0.209 0.225
H -0.128 -0.044 0.337
O 1.090 0.659 1.485
C 0.901 -0.620 -1.717
C 0.075 -0.255 0.152
C -0.672 0.222 0.417
H -0.565 -0.360 0.178
C -0.351 0.511 -0.322
H -0.298 0.519 0.310
C 0.750 -0.526 -0.050
H -0.388 0.139 0.059
C 0.378 -0.366 0.420
C 0.180 0.161 -0.260
H -0.117 -0.102 0.050
H -0.064 0.465 -0.466
H 0.260 0.028 -0.092
Si 0.270 -0.570 0.806
Cl -0.591 1.266 -3.522
C 0.094 0.323 -0.012
C -0.062 0.133 -0.055
C -0.341 -0.657 0.191
H -0.059 0.048 0.030
H 0.070 -0.275 -0.163
H 0.092 -0.085 0.252
H -0.232 0.014 0.127
H 0.056 -0.289 0.006
H 0.366 0.313 -0.098
H 0.070 0.006 -0.206
H 0.244 -0.077 0.209
H -0.166 -0.259 -0.038
N -0.146 -0.581 0.467
C -0.463 1.243 0.160
N -0.051 -1.598 -0.183
C 0.967 0.041 0.498
C -0.540 0.472 0.147
C 0.020 -0.470 -0.538
C 0.690 -0.745 0.112
C -0.573 0.265 0.429
C 0.354 0.540 -0.212
H -0.421 0.312 -0.337
H -0.056 0.290 -0.004
H 0.234 0.221 0.546
H 0.084 -0.284 -0.093
H 0.099 -0.116 -0.272
H -0.342 0.344 -0.066

---

Asked for energy across the records above, the calculation gives -268.8582, -687.9329, -3358.9496 Eh in order.